Record 1
Molecular formula: C3H15NO4S
Method: DFT, ωB97M-V/def2-TZVPD

Values from the calculation:
Highest occupied orbital energy = -8.77 eV
Kohn-Sham gap = 0.3222 Eh
Lowest unoccupied orbital energy = 0.0000 hartree
Max |F| = 5.42 eV Å⁻¹
ΔE to the lowest compared entry with this formula, charge and spin = 162.6 kJ/mol
Structure (SMILES) = OCNCCS.O.O.O
Calculated total energy = -877.114858 a.u.

Geometry (Å):
O: -0.79 2.93 -0.87
C: -0.34 2.49 0.49
N: -0.05 1.05 0.50
C: 1.03 0.70 -0.49
C: 1.93 -0.34 0.03
S: 2.53 0.06 1.82
H: -1.49 2.41 -1.17
H: 0.50 3.06 0.70
H: -1.18 2.82 1.15
H: -0.95 0.48 0.30
H: 0.37 0.41 -1.31
H: 1.69 1.58 -0.59
H: 1.52 -1.43 -0.06
H: 2.87 -0.28 -0.43
H: 1.38 -0.20 2.36
O: -2.47 -0.81 -0.31
H: -2.00 -1.27 0.29
H: -2.55 -1.16 -1.19
O: -1.50 -2.46 1.73
H: -1.26 -1.52 1.86
H: -0.62 -2.74 1.62
O: 0.44 -1.57 -1.93
H: -0.28 -2.15 -2.27
H: 1.21 -2.06 -2.24

=====

Record 2
Molecular formula: C2H6N2S
Method: DFT, ωB97M-V/def2-TZVPD

Values from the calculation:
Highest occupied orbital energy = -8.74 eV
Kohn-Sham gap = 0.3548 Eh
Lowest unoccupied orbital energy = 0.0336 hartree
Max |F| = 3.49 eV Å⁻¹
ΔE to the lowest compared entry with this formula, charge and spin = 326.6 kJ/mol
Structure (SMILES) = CSC1NN1
Calculated total energy = -587.379606 a.u.

Geometry (Å):
C: -0.58 -2.02 0.46
S: -0.13 -0.46 1.26
C: 0.04 0.66 -0.22
N: 1.20 1.49 -0.46
N: 0.03 2.32 -0.08
H: -1.69 -2.05 0.30
H: -0.12 -2.68 1.11
H: -0.03 -2.04 -0.47
H: -0.46 0.29 -1.12
H: 1.92 1.77 0.24
H: -0.18 2.72 -1.01

=====

Record 3
Molecular formula: C3H9NO2
Method: DFT, ωB97M-V/def2-TZVPD

Values from the calculation:
Highest occupied orbital energy = -9.76 eV
Kohn-Sham gap = 0.3818 Eh
Lowest unoccupied orbital energy = 0.0230 hartree
Max |F| = 3.40 eV Å⁻¹
ΔE to the lowest compared entry with this formula, charge and spin = 170.7 kJ/mol
Structure (SMILES) = CC(=O)O.CN
Calculated total energy = -324.907606 a.u.

Geometry (Å):
C: 2.20 0.00 -0.98
C: 0.87 -0.72 -0.87
O: 0.56 -1.81 -0.50
O: -0.12 0.20 -1.09
H: 2.14 0.99 -1.27
H: 2.91 -0.65 -1.53
H: 2.48 0.17 0.09
H: -1.01 -0.13 -1.13
C: -0.87 1.11 1.71
N: -2.35 0.82 1.44
H: -0.23 0.35 1.25
H: -0.90 1.02 2.77
H: -0.48 2.01 1.19
H: -2.40 0.86 0.46
H: -2.35 -0.25 1.69

=====

Record 4
Molecular formula: C18H28O4
Method: DFT, ωB97M-V/def2-TZVPD

Values from the calculation:
Highest occupied orbital energy = -8.64 eV
Kohn-Sham gap = 0.3434 Eh
Lowest unoccupied orbital energy = 0.0259 hartree
Max |F| = 4.16 eV Å⁻¹
ΔE to the lowest compared entry with this formula, charge and spin = 142.1 kJ/mol
Structure (SMILES) = CC1=C[C@@H]2C[C@H](C)C[C@H](C)[C@H]2[C@](C)(C(=O)CCO)[C@@H]1C(=O)O
Calculated total energy = -1003.568055 a.u.

Geometry (Å):
C: -1.24 4.08 1.43
C: -0.80 2.61 1.06
C: -1.21 1.56 1.86
C: -1.14 0.13 1.47
C: -1.21 -0.80 2.74
C: -1.34 -2.27 2.33
C: -1.21 -3.19 3.54
C: -0.14 -2.61 1.42
C: -0.20 -1.79 0.09
C: 0.70 -2.56 -0.96
C: -0.02 -0.25 0.42
C: -0.05 0.66 -0.84
C: -1.31 0.47 -1.69
C: 1.21 0.39 -1.76
O: 2.33 0.48 -1.34
C: 1.14 0.35 -3.23
C: 2.35 -0.31 -3.97
O: 2.65 0.36 -5.17
C: -0.14 2.22 -0.29
C: 1.30 2.77 -0.05
O: 1.83 3.45 -0.91
O: 1.88 2.59 1.18
H: -2.28 4.04 1.84
H: -0.55 4.52 2.22
H: -1.17 4.71 0.60
H: -1.59 1.77 2.87
H: -2.15 0.05 1.02
H: -1.98 -0.53 3.48
H: -0.23 -0.80 3.26
H: -2.36 -2.43 1.99
H: -2.01 -2.94 4.22
H: -0.28 -2.97 3.99
H: -1.25 -4.22 3.33
H: -0.17 -3.68 1.24
H: 0.81 -2.36 1.89
H: -1.18 -1.85 -0.35
H: 0.57 -2.18 -1.96
H: 0.54 -3.60 -0.92
H: 1.68 -2.34 -0.68
H: 1.07 -0.14 0.89
H: -2.19 0.52 -1.08
H: -1.48 1.22 -2.56
H: -1.28 -0.56 -2.08
H: 1.18 1.42 -3.50
H: 0.29 -0.02 -3.70
H: 2.08 -1.32 -4.25
H: 3.23 -0.35 -3.36
H: 3.21 -0.18 -5.79
H: -0.57 2.77 -1.09
H: 2.69 3.12 1.14

=====

Record 5
Molecular formula: C2H3ClS2
Method: DFT, ωB97M-V/def2-TZVPD

Values from the calculation:
Highest occupied orbital energy = -9.64 eV
Kohn-Sham gap = 0.3507 Eh
Lowest unoccupied orbital energy = -0.0034 hartree
Max |F| = 2.75 eV Å⁻¹
ΔE to the lowest compared entry with this formula, charge and spin = 5.0 kJ/mol
Calculated total energy = -1334.554829 a.u.

Geometry (Å):
C: 3.67 -1.21 -0.15
C: 1.58 1.04 1.87
S: 4.27 -0.59 1.13
S: 3.24 -1.99 -1.42
Cl: 0.70 -0.09 0.73
H: 0.86 1.91 1.94
H: 1.62 0.42 2.77
H: 2.54 1.24 1.46

=====

Record 6
Molecular formula: C3H3BaO2
Method: DFT, ωB97M-V/def2-TZVPD

Values from the calculation:
Highest occupied orbital energy (alpha / beta) = -11.58 / -13.97 eV
Kohn-Sham gap (alpha / beta) = 0.0681 / 0.1551 Eh
Lowest unoccupied orbital energy (alpha / beta) = -0.3576 / -0.3585 hartree
Max |F| = 4.83 eV Å⁻¹
ΔE to the lowest compared entry with this formula, charge and spin = 155.4 kJ/mol
2S+1 = 2
Total charge = +2
⟨S²⟩ = 0.76
Calculated total energy = -291.360258 a.u.

Geometry (Å):
O: 1.18 -0.11 0.12
C: 2.31 -0.03 -0.12
O: 3.47 -0.17 -0.18
Ba: 6.34 0.56 0.16
C: -2.05 0.45 0.04
C: -2.91 -0.49 -0.02
H: -1.67 1.46 0.10
H: -3.94 -0.10 0.05
H: -2.73 -1.56 -0.15

=====

Record 7
Molecular formula: C5H9NO
Method: DFT, ωB97M-V/def2-TZVPD

Values from the calculation:
Highest occupied orbital energy = -10.78 eV
Kohn-Sham gap = 0.4186 Eh
Lowest unoccupied orbital energy = 0.0223 hartree
Max |F| = 1.04 eV Å⁻¹
ΔE to the lowest compared entry with this formula, charge and spin = 340.8 kJ/mol
Calculated total energy = -325.807760 a.u.

Geometry (Å):
C: -1.03 0.41 1.04
C: 0.24 0.03 0.28
C: 0.72 1.13 -0.65
C: 0.00 -1.31 -0.47
O: -1.11 -1.20 -1.32
C: 1.74 -0.60 1.11
N: 1.32 0.23 1.85
H: -1.86 0.40 0.33
H: -1.24 -0.32 1.83
H: -0.94 1.40 1.50
H: 0.92 2.05 -0.09
H: -0.07 1.33 -1.39
H: 1.64 0.83 -1.17
H: 0.91 -1.60 -1.01
H: -0.22 -2.10 0.26
H: -0.82 -0.82 -2.16

=====

Record 8
Molecular formula: C33H44N11O2S
Method: DFT, ωB97M-V/def2-TZVPD

Values from the calculation:
Highest occupied orbital energy = -11.49 eV
Kohn-Sham gap = 0.2895 Eh
Lowest unoccupied orbital energy = -0.1328 hartree
Max |F| = 3.09 eV Å⁻¹
Total charge = +1
Calculated total energy = -2434.519935 a.u.

Geometry (Å):
C: 1.45 3.81 2.15
C: 2.63 4.43 1.32
O: 2.20 5.16 0.15
C: 1.51 4.42 -0.71
C: 0.57 5.14 -1.55
C: -0.21 4.55 -2.48
C: -0.10 3.12 -2.66
C: -0.85 2.45 -3.61
N: -0.76 1.13 -3.75
C: 0.07 0.37 -2.97
C: 0.13 -1.14 -3.13
C: -0.99 -1.92 -2.35
C: -1.35 -1.33 -0.95
C: -2.84 -0.89 -0.84
S: -3.13 0.71 -1.67
C: -4.56 1.42 -0.91
N: -4.87 1.54 0.36
N: -6.04 2.18 0.45
C: -6.49 2.45 -0.75
O: -5.56 1.98 -1.61
C: 0.87 0.98 -2.04
C: 0.82 2.40 -1.84
C: 1.64 3.05 -0.88
H: 0.46 4.12 1.79
H: 1.58 2.71 2.09
H: 1.62 4.06 3.21
H: 3.43 3.71 1.10
H: 3.09 5.17 1.99
H: 0.48 6.23 -1.40
H: -0.89 5.16 -3.07
H: -1.55 2.98 -4.28
H: -1.33 0.67 -4.45
H: -0.01 -1.35 -4.21
H: 1.14 -1.48 -2.86
H: -0.60 -2.93 -2.18
H: -1.92 -2.03 -2.93
H: -1.23 -2.13 -0.21
H: -0.70 -0.50 -0.62
H: -3.09 -0.82 0.23
H: -3.44 -1.71 -1.26
H: -7.41 2.94 -1.05
H: 1.54 0.35 -1.44
H: 2.33 2.47 -0.26
C: -2.57 2.59 3.50
C: -1.21 2.39 4.02
N: -0.15 2.23 4.43
H: -3.14 3.22 4.18
H: -2.53 3.07 2.52
H: -3.08 1.63 3.39
C: 6.99 2.94 0.08
C: 6.16 2.09 0.95
N: 5.52 1.43 1.63
H: 6.41 3.27 -0.78
H: 7.34 3.81 0.63
H: 7.85 2.37 -0.27
C: -2.72 -4.47 1.59
C: -2.49 -4.58 0.15
N: -2.30 -4.66 -0.98
H: -3.44 -5.23 1.91
H: -1.78 -4.62 2.14
H: -3.12 -3.48 1.83
C: -2.55 -8.93 -0.38
C: -3.20 -8.39 0.82
N: -3.71 -7.96 1.76
H: -2.01 -9.84 -0.13
H: -3.30 -9.15 -1.14
H: -1.85 -8.20 -0.78
C: 0.29 -4.12 -6.57
C: 0.55 -4.24 -5.13
N: 0.76 -4.34 -4.00
H: 1.01 -4.71 -7.13
H: -0.72 -4.47 -6.79
H: 0.38 -3.07 -6.87
C: -3.41 6.70 3.24
C: -4.23 5.84 4.10
N: -4.87 5.16 4.77
H: -4.00 7.03 2.38
H: -3.08 7.57 3.80
H: -2.55 6.15 2.88
C: 8.52 -0.07 3.37
C: 8.75 -0.18 1.93
N: 8.93 -0.26 0.79
H: 7.82 -0.84 3.69
H: 9.46 -0.19 3.91
H: 8.09 0.91 3.61
C: 1.18 -6.75 2.74
C: 0.39 -5.55 3.04
N: -0.23 -4.61 3.28
H: 1.59 -7.17 3.66
H: 0.55 -7.50 2.26
H: 2.00 -6.49 2.07

=====

Question: Which of these has the lowest max |F|?
Answer: C5H9NO